This record from the Open Molecules 2025 dataset describes C20H17N5O4 as an isolated structure at a distorted geometry. The level of theory is wB97M-V/def2-TZVPD.

```
! wB97M-V def2-TZVPD RIJCOSX def2/J DEFGRID3
* xyz 0 1
C -0.7533 3.7087 -1.7837
H -1.4403 4.2359 -2.4719
O 0.4343 4.3045 -1.6025
C 1.4446 3.9061 -0.9417
C 1.4038 2.6976 -0.5620
C 2.5138 2.3249 0.3818
C 3.5950 3.1984 0.6191
C 3.7892 4.2202 -0.0986
C 2.7203 4.7215 -0.7892
H 2.5850 5.7089 -1.2140
H 4.7223 4.8173 0.2433
H 4.6897 2.5935 1.0955
N 2.4559 0.9838 0.7565
C 1.5195 -0.0039 1.1391
N 0.2651 0.1289 0.5620
C -0.5266 -0.7716 1.0176
N -0.2084 -1.9395 1.4629
C 1.2276 -2.1441 2.0120
O 1.5948 -3.4317 2.5086
C 2.0543 -1.0266 1.8277
N 3.4370 -0.7761 1.8726
N 3.6817 0.4676 1.6984
C -0.9448 -3.1870 1.7589
H -1.7800 -2.8482 2.5499
H -0.1779 -4.1878 1.8795
C -1.6431 -3.4825 0.2751
O -1.0870 -3.6204 -0.8086
O -2.8301 -3.2947 0.3705
C -3.6195 -3.0045 -0.8855
C -3.5793 -1.7034 -1.4829
C -4.3470 -0.8498 -1.1196
C -4.2165 0.5374 -1.6961
C -3.2197 0.8568 -2.3487
C -2.3318 0.0169 -2.8483
C -2.4442 -1.3085 -2.3578
H -1.6338 -2.2547 -2.4599
H -1.3847 0.1142 -3.5232
H -3.2119 2.0009 -2.4986
H -4.9781 1.2853 -1.2509
H -5.1493 -0.9862 -0.3488
H -4.8059 -3.3527 -0.6543
H -3.1242 -3.7094 -1.3904
H -1.5139 -0.7431 0.6553
H 0.5333 2.1536 -0.4904
H -0.3094 2.8090 -2.4100
H -1.3211 3.3802 -0.9695
*
```

## Properties
* energy above the lowest of the compared OMol25 structures with the same formula, charge and spin: 322.99 kcal per mole
* E_LUMO: -0.50 eV
* gap between HOMO and LUMO: 7.584 eV
* HOMO energy: -8.1 eV

***

This record from the Open Molecules 2025 dataset describes C24H28BBrCl3F8K2NNaO12S3 as an isolated structure at a distorted geometry. The level of theory is wB97M-V/def2-TZVPD.

```
! wB97M-V def2-TZVPD RIJCOSX def2/J DEFGRID3
* xyz -1 1
C -7.5401 -0.3230 -1.7430
C -5.9223 -0.1807 -2.0009
Cl -5.3804 1.1583 -3.1906
C -4.9149 -1.0776 -1.3240
Cl -5.4593 -2.3874 -0.0931
C -3.2920 -0.9829 -1.6062
C -2.7778 -1.1357 -3.1775
C -1.2077 -1.1044 -3.6584
C -0.0695 -0.8521 -2.4693
C 1.5265 -0.8140 -2.9273
C 1.9205 -2.3387 -3.4873
O 2.9880 -2.9054 -2.6376
C 2.7725 -4.3493 -2.3859
C 2.1537 -4.5613 -0.8478
F 1.9825 -6.0063 -0.5367
F 3.0276 -3.9604 0.2083
F 0.7991 -3.9362 -0.7690
C -0.5878 -0.6953 -0.9013
C -2.1483 -0.7738 -0.4040
N -2.6530 -0.6519 1.0168
C -1.7135 -1.2633 2.0325
C -2.3867 -1.9741 3.3883
C -1.3906 -2.6683 4.5228
C 0.2617 -2.7094 4.4035
C 0.9179 -1.9598 3.0780
C -0.0728 -1.2765 1.9645
S 0.7359 -0.4364 0.4521
H -8.0453 -0.3378 -2.8240
H -8.0065 0.5185 -1.0722
H -7.8416 -1.3733 -1.2625
H -3.6106 -1.3027 -4.0080
H -0.9043 -1.2416 -4.7809
H 1.6031 -0.0374 -3.8267
H 2.2380 -0.4993 -2.0388
H 0.9476 -3.0153 -3.5246
H 2.2896 -2.2499 -4.6183
H 3.8540 -4.8526 -2.3485
H 2.0855 -4.8615 -3.2061
H -2.9517 0.3170 1.2647
H -3.5359 -2.0198 3.6040
H -1.8723 -3.1864 5.4700
H 0.9600 -3.2291 5.1992
H 2.0729 -1.9163 2.8713
Na 2.2649 1.1583 2.2311
C -2.3172 5.5671 0.4962
C -2.6093 4.7630 1.7603
O -1.5350 3.8318 1.8668
S -0.1839 4.5090 1.2535
O 0.5889 5.0475 2.3507
O 0.3698 3.6112 0.2667
O -0.9026 5.7512 0.4800
H -2.5980 5.0064 -0.4012
H -2.8276 6.5339 0.4947
H -3.5681 4.2416 1.7099
H -2.5900 5.4039 2.6481
O -4.9397 3.7871 -5.1989
Cl -5.4812 4.9763 -4.5705
O -6.9190 4.8421 -4.4399
O -5.1762 6.1356 -5.3863
O -4.8899 5.1408 -3.2568
O 5.1818 -0.4996 4.4920
S 6.6032 -0.5109 4.7653
O 7.5655 0.0761 3.8567
O 7.0651 -2.0359 5.1064
C 6.7791 -3.0604 4.1648
C 7.7170 -2.9973 2.9731
C 6.8752 0.1744 6.3806
H 5.7320 -3.0145 3.8480
H 6.9193 -4.0162 4.6785
H 7.5469 -2.0914 2.3852
H 7.5662 -3.8585 2.3154
H 8.7605 -2.9784 3.3025
H 6.1838 -0.2916 7.0848
H 6.6883 1.2490 6.3258
H 7.9112 -0.0081 6.6714
K 7.4293 -5.0209 5.7185
F -5.0226 4.3869 -6.9106
K -3.5653 -3.6649 -1.9394
Br -4.3179 2.7897 -6.6636
B -1.4313 4.9038 -4.5330
F -0.8859 6.2132 -4.2140
F -0.7258 4.3509 -5.6778
F -1.2687 4.0196 -3.3905
F -2.8444 5.0315 -4.8499
*
```

## Properties
* E_LUMO: -0.38 eV
* gap between HOMO and LUMO: 1.533 eV
* HOMO energy: -1.9 eV

***

This record from the Open Molecules 2025 dataset describes one molecule with the formula C5H8O2. The level of theory is wB97M-V/def2-TZVPD.

```
! wB97M-V def2-TZVPD RIJCOSX def2/J DEFGRID3
* xyz 0 1
C -0.0074 -0.9847 -0.3370
C -0.7941 0.4004 -0.5408
C 1.3079 0.9124 1.1527
C 0.9978 0.5263 -0.2748
C -1.6932 -1.0300 -0.4643
O 1.6929 0.7814 -1.2245
O -2.3964 -1.2866 0.5061
H -1.9258 -1.3140 -1.4969
H 0.1613 -1.3861 0.6461
H 0.4325 -1.4319 -1.2109
H -0.8346 0.7989 -1.5391
H -1.1678 0.9539 0.3019
H 2.2713 0.4767 1.4226
H 1.4072 1.9982 1.1988
H 0.5484 0.5851 1.8599
*
```

## Properties
* energy above the lowest of the compared OMol25 structures with the same formula, charge and spin: 112.28 kcal per mole
* E_LUMO: 0.16 eV
* gap between HOMO and LUMO: 8.215 eV
* HOMO energy: -8.1 eV

***

This record from the Open Molecules 2025 dataset describes one molecule with the formula C4H9NO at a distorted geometry. The level of theory is wB97M-V/def2-TZVPD.

```
! wB97M-V def2-TZVPD RIJCOSX def2/J DEFGRID3
* xyz 0 1
C 0.2945 -1.3781 -0.9529
N 0.5484 -0.1649 -0.1684
C 0.8000 -0.4775 1.2321
C -0.7618 0.5840 -0.1067
C -0.5014 2.0456 -0.4305
O -0.5528 2.8943 0.4220
H -0.4676 -2.0362 -0.5113
H -0.1729 -1.0824 -1.8988
H 1.2352 -1.8719 -1.1763
H 0.0250 -1.0038 1.7848
H 0.9083 0.4382 1.8360
H 1.7394 -0.9939 1.4722
H -1.3245 0.5686 0.8317
H -1.4737 0.1905 -0.8378
H -0.2962 2.2875 -1.4960
*
```

## Properties
* SMILES string: CN(C)CC=O
* energy above the lowest of the compared OMol25 structures with the same formula, charge and spin: 51.44 kcal per mole
* E_LUMO: 1.02 eV
* gap between HOMO and LUMO: 10.366 eV
* HOMO energy: -9.3 eV

***

This record from the Open Molecules 2025 dataset describes C36H45N7PS5W as an isolated structure at a distorted geometry. The level of theory is wB97M-V/def2-TZVPD.

```
! wB97M-V def2-TZVPD RIJCOSX def2/J DEFGRID3
* xyz 1 3
W -0.4822 -0.3102 0.7369
S 1.4663 -1.6225 1.4015
C 1.0846 -2.2036 3.0108
C 2.0864 -2.8905 3.7171
C 1.8432 -3.4526 4.9546
C 0.5777 -3.3696 5.5299
C -0.4158 -2.6791 4.8657
C -0.1579 -2.0777 3.6310
S -1.4764 -1.0377 2.9896
C -1.1707 0.3849 4.0784
C -0.0634 1.2959 3.6163
C 0.2982 2.3709 4.4180
C 1.2704 3.2423 3.9713
C 1.8764 3.0025 2.7490
C 1.5011 1.8917 2.0163
C 2.1634 1.5574 0.7260
S 0.9092 1.1555 -0.5725
C -0.3427 -1.9334 -1.9237
C 0.4827 -2.0197 -3.0365
C 1.3025 -3.1296 -3.2262
C 1.2982 -4.1664 -2.3064
C 0.4967 -4.0927 -1.1693
C -0.2981 -2.9717 -0.9824
S -1.3002 -2.7511 0.4800
N 0.5239 1.0663 2.4417
H 3.0675 -2.9638 3.2619
H 2.6418 -3.9687 5.4751
H 0.3733 -3.8362 6.4849
H -1.4077 -2.5943 5.2986
H -0.9387 -0.0309 5.0550
H -2.1060 0.9372 4.1611
H -0.1919 2.5166 5.3736
H 1.5546 4.1015 4.5655
H 2.6393 3.6637 2.3575
H 2.7398 0.6396 0.8133
H 2.8057 2.3570 0.3622
H 0.5189 -1.2167 -3.7668
H 1.9459 -3.1797 -4.0971
H 1.9292 -5.0347 -2.4628
H 0.4912 -4.8894 -0.4351
C -5.0470 -0.5531 -2.1597
N -4.4622 0.7202 -1.5812
C -3.8702 1.5453 -2.7185
N -2.9160 0.7915 -3.4531
C -3.5323 -0.4234 -3.9760
N -4.0666 -1.2600 -2.9057
C -3.0115 -1.9133 -2.1213
P -1.7325 -0.7205 -1.3958
C -3.3540 0.3731 -0.6277
C -1.6383 0.5396 -2.7694
H -5.8802 -0.2612 -2.8014
H -5.4111 -1.1507 -1.3282
H -5.2023 1.2621 -1.1307
H -3.4222 2.4311 -2.2705
H -4.7000 1.8345 -3.3634
H -2.7928 -0.9926 -4.5360
H -4.3469 -0.1406 -4.6452
H -2.4894 -2.6052 -2.7786
H -3.4565 -2.4942 -1.3188
H -2.9572 1.3208 -0.2692
H -3.7814 -0.1766 0.2137
H -0.9133 0.2289 -3.5201
H -1.2896 1.4813 -2.3401
C -2.7466 2.4634 1.8880
C -2.1669 3.3556 0.8170
C -2.7711 4.6037 0.6841
C -2.3189 5.5356 -0.2266
C -1.2308 5.2030 -1.0131
C -0.5958 3.9681 -0.9320
C 0.5616 3.7510 -1.8862
C -1.0696 3.0020 -0.0039
N -0.5211 1.6994 0.0902
H -3.8343 2.4235 1.8057
H -2.5156 2.8748 2.8734
H -2.3682 1.4519 1.8382
H -3.6110 4.8394 1.3315
H -2.8029 6.4997 -0.3247
H -0.8532 5.9265 -1.7280
H 0.6914 4.6431 -2.4956
H 0.3982 2.9107 -2.5622
H 1.5088 3.5742 -1.3703
C 5.3950 -3.0684 -0.0105
N 4.3832 -2.2607 -0.6817
C 4.5438 -1.3061 -1.6063
S 3.2814 -0.2087 -1.9160
N 5.6886 -1.2093 -2.3071
C 6.7038 -2.2363 -2.5321
H 4.9038 -3.5824 0.8119
H 6.1923 -2.4497 0.4030
H 5.8324 -3.8238 -0.6573
H 3.4642 -2.2575 -0.2650
H 5.6733 -0.4386 -2.9507
H 7.3884 -2.3375 -1.6925
H 7.2834 -1.9416 -3.4023
H 6.2499 -3.2033 -2.7460
*
```

## Properties
* energy above the lowest of the compared OMol25 structures with the same formula, charge and spin: 47.51 kcal per mole
* E_LUMO (alpha / beta): -2.13 / -2.78 eV
* gap between HOMO and LUMO (alpha / beta): 6.883 / 6.322 eV
* HOMO energy (alpha / beta): -9.0 / -9.1 eV
* expectation value of S²: 2.02

***

This record from the Open Molecules 2025 dataset describes a 8-piece molecular cluster, C25H54Cl2O9 overall at a distorted geometry. The level of theory is wB97M-V/def2-TZVPD.

```
! wB97M-V def2-TZVPD RIJCOSX def2/J DEFGRID3
* xyz 0 1
C 2.5187 -0.9873 3.0207
C 2.9330 -2.1711 2.2027
C 2.1245 -1.9112 0.9425
O 2.0009 -0.4925 0.7643
C 2.4585 0.1221 1.9769
H 3.1432 -0.7008 3.8662
H 1.4949 -1.1154 3.3797
H 2.6619 -3.1677 2.5482
H 3.9848 -2.0947 1.9192
H 1.1038 -2.3142 0.9099
H 2.5663 -2.3496 0.0440
H 1.8962 0.9836 2.3413
H 3.4520 0.5522 1.7897
C -3.2194 -4.7369 -0.5815
C -2.1304 -4.6621 0.4619
C -1.6863 -3.1921 0.4935
O -2.1120 -2.6342 -0.7724
C -2.7806 -3.6042 -1.5551
H -4.2237 -4.6089 -0.1792
H -3.2163 -5.6372 -1.1967
H -1.3095 -5.2941 0.1182
H -2.4464 -4.9779 1.4553
H -0.6103 -3.1371 0.6515
H -2.2297 -2.6088 1.2388
H -2.0330 -3.9894 -2.2546
H -3.6639 -3.1664 -2.0175
C 2.7556 3.9194 1.6857
C 1.4670 4.1288 2.4768
C 1.7981 5.3809 3.2739
O 3.1062 5.0630 3.7708
C 3.8062 4.5272 2.6371
H 2.7702 4.3425 0.6847
H 2.9249 2.8468 1.5946
H 1.1904 3.3800 3.2206
H 0.6204 4.2872 1.8037
H 1.1831 5.4924 4.1687
H 1.7296 6.3187 2.7123
H 4.5157 3.8036 3.0333
H 4.3078 5.3320 2.0909
C -0.2985 -3.5326 -3.7180
C 0.1096 -4.8833 -3.1346
C 1.3361 -4.4827 -2.2839
O 1.0884 -3.1586 -1.8481
C 0.3056 -2.4593 -2.7897
H -1.3587 -3.3829 -3.9186
H 0.1968 -3.4662 -4.6921
H 0.4194 -5.5959 -3.8973
H -0.7269 -5.2849 -2.5618
H 2.3111 -4.5499 -2.7708
H 1.3175 -5.1451 -1.4145
H 0.8787 -1.7594 -3.3976
H -0.5290 -2.0034 -2.2516
C 2.1801 2.9660 -2.2161
C 2.5909 1.6558 -1.5255
C 2.1132 0.6447 -2.5611
O 0.9217 1.1782 -3.1124
C 1.1056 2.5865 -3.2506
H 3.0624 3.3145 -2.7558
H 1.7973 3.6970 -1.5063
H 2.0891 1.5328 -0.5679
H 3.6579 1.6189 -1.3060
H 1.8900 -0.3261 -2.1233
H 2.8609 0.5278 -3.3555
H 0.1838 3.1549 -3.1168
H 1.3899 2.7853 -4.2901
Cl -2.2345 -0.0602 5.2443
C -1.1867 0.7705 4.0788
Cl 0.4349 0.9831 4.7721
H -1.0858 0.2049 3.1600
H -1.6015 1.7394 3.8302
O -4.6648 1.6195 0.8309
C -5.1193 2.4988 -0.1900
C -4.8925 1.9521 -1.5922
O -3.5236 1.9225 -1.9974
H -5.2768 0.8798 0.8807
H -6.1871 2.6866 -0.0161
H -4.6400 3.4635 -0.0132
H -5.4198 2.5694 -2.3181
H -5.2270 0.9054 -1.5748
H -3.0072 1.3920 -1.3374
O -1.9937 0.0959 -0.6649
C -0.7195 0.3781 -0.0444
C -0.6166 1.8378 0.3170
O -1.4430 2.2324 1.4056
H -2.0856 -0.8756 -0.6085
H -0.6377 -0.2023 0.8857
H 0.1068 -0.0279 -0.6296
H -0.7926 2.4743 -0.5578
H 0.4058 2.0500 0.6408
H -2.3375 1.9515 1.1435
*
```

## Properties
* SMILES string: C1CCOC1.C1CCOC1.C1CCOC1.C1CCOC1.C1CCOC1.ClCCl.OCCO.OCCO
* E_LUMO: 0.41 eV
* gap between HOMO and LUMO: 9.800 eV
* HOMO energy: -9.4 eV

***

One value per record, in order, for E: -36641.9262 -250965.9578 -9404.9634 -7830.0892 -113778.1171 -70269.6295 eV.